1.
The following is a DFT calculation (ωB97M-V with the def2-TZVPD basis set) of BrMn2 as an isolated structure.

Expectation value of S² ... 30.005
Frontier orbital gap (spin up / spin down) ... 7.9 / 8.1 eV
Net charge ... +3
2S+1 ... 11
Total energy ... -4874.6589 Eh
Energy above the lowest of the compared OMol25 structures with the same formula, charge and spin ... 17.0 kJ/mol

Element x y z (Å)
Mn1 -22.080 -1.929 -2.942
Mn2 -24.862 2.456 -1.989
Br1 -23.557 0.470 -3.106

Computed Mulliken charges, given in elementary charges: atom 1 (Mn): 1.60, atom 2 (Mn): 1.47, atom 3 (Br): -0.07

=====

2.
The following is a DFT calculation (ωB97M-V with the def2-TZVPD basis set) of BrZn2 as an isolated structure.

Frontier orbital gap ... 7.4 eV
Net charge ... +3
2S+1 ... 1
Total energy ... -6131.1989 Eh
Energy above the lowest of the compared OMol25 structures with the same formula, charge and spin ... 36.2 kJ/mol

Element x y z (Å)
Zn1 1.514 0.488 -1.776
Zn2 -1.548 -0.476 1.749
Br1 0.035 -0.012 0.027

Computed Mulliken charges, given in elementary charges: atom 1 (Zn): 1.30, atom 2 (Zn): 1.30, atom 3 (Br): 0.41

=====

3.
The following is a DFT calculation (ωB97M-V with the def2-TZVPD basis set) of BrZr as an isolated structure.

Frontier orbital gap ... 5.0 eV
Net charge ... +3
2S+1 ... 1
Total energy ... -2619.2836 Eh
Energy above the lowest of the compared OMol25 structures with the same formula, charge and spin ... 414.1 kJ/mol

Element x y z (Å)
Zr1 -6.685 18.123 -0.132
Br1 -7.751 14.894 2.066

Computed Mulliken charges, given in elementary charges: atom 1 (Zr): 2.21, atom 2 (Br): 0.79

=====

4.
The following is a DFT calculation (ωB97M-V with the def2-TZVPD basis set) of C10H10AlClF as an isolated structure at a distorted geometry.

Frontier orbital gap ... 4.7 eV
Net charge ... -1
2S+1 ... 1
Total energy ... -1189.6587 Eh

Element x y z (Å)
C1 0.977 -2.012 3.032
C2 1.039 -2.067 1.620
C3 -0.281 -1.889 1.088
H1 1.932 -2.217 1.012
C4 -1.191 -1.833 2.217
C5 -0.388 -1.788 3.419
H2 -0.795 -1.879 4.428
H3 1.817 -2.163 3.699
H4 -0.580 -2.057 0.038
H5 -2.293 -1.883 2.165
Al1 -0.257 0.077 2.252
Cl1 0.928 1.129 3.674
C6 0.162 2.836 -2.419
C7 -1.069 2.195 -2.763
C8 -0.758 0.961 -3.414
H6 -2.062 2.585 -2.582
C9 0.664 0.841 -3.475
C10 1.234 1.998 -2.861
H7 2.290 2.214 -2.768
H8 0.265 3.798 -1.937
H9 -1.473 0.254 -3.814
H10 1.215 0.024 -3.928
F1 -1.375 0.878 1.318

Computed Mulliken charges, given in elementary charges: atom 1 (C): -0.61, atom 2 (C): -0.25, atom 3 (C): -0.48, atom 4 (H): 0.42, atom 5 (C): -0.44, atom 6 (C): -0.39, atom 7 (H): 0.45, atom 8 (H): 0.41, atom 9 (H): 0.46, atom 10 (H): 0.40, atom 11 (Al): 0.62, atom 12 (Cl): -0.32, atom 13 (C): -0.57, atom 14 (C): -0.52, atom 15 (C): -0.56, atom 16 (H): 0.34, atom 17 (C): -0.57, atom 18 (C): -0.55, atom 19 (H): 0.38, atom 20 (H): 0.37, atom 21 (H): 0.37, atom 22 (H): 0.38, atom 23 (F): -0.32

=====

5.
The following is a DFT calculation (ωB97M-V with the def2-TZVPD basis set) of C10H10BBrF4Sc as an isolated structure at a distorted geometry.

Frontier orbital gap ... 7.0 eV
Net charge ... -1
2S+1 ... 1
Total energy ... -4146.4834 Eh
Energy above the lowest of the compared OMol25 structures with the same formula, charge and spin ... 79.0 kJ/mol

Element x y z (Å)
C1 2.019 0.740 -1.169
C2 2.316 -0.398 -0.314
C3 1.539 -1.532 -0.796
H1 2.944 -0.389 0.532
C4 0.772 -1.109 -1.947
C5 1.042 0.307 -2.178
H2 0.599 0.903 -2.916
H3 2.413 1.705 -1.068
H4 1.499 -2.488 -0.351
H5 0.100 -1.701 -2.504
Sc1 0.086 0.090 -0.033
Br1 0.602 -1.208 2.239
C6 -1.698 1.210 0.999
C7 -1.607 1.681 -0.371
C8 -0.310 2.370 -0.516
H6 -2.303 1.519 -1.139
C9 0.384 2.287 0.769
C10 -0.487 1.603 1.705
H7 -0.259 1.385 2.711
H8 -2.481 0.635 1.404
H9 0.051 2.799 -1.397
H10 1.346 2.652 0.982
F1 -1.051 -1.462 0.482
B1 -1.754 -2.727 1.162
F2 -2.258 -2.298 2.346
F3 -2.680 -2.864 0.172
F4 -0.822 -3.712 1.198

Computed Mulliken charges, given in elementary charges: atom 1 (C): -0.58, atom 2 (C): -0.49, atom 3 (C): -0.57, atom 4 (H): 0.43, atom 5 (C): -0.41, atom 6 (C): -0.67, atom 7 (H): 0.54, atom 8 (H): 0.67, atom 9 (H): 0.53, atom 10 (H): 0.52, atom 11 (Sc): 0.34, atom 12 (Br): -0.58, atom 13 (C): -0.60, atom 14 (C): -0.56, atom 15 (C): -0.60, atom 16 (H): 0.47, atom 17 (C): -0.58, atom 18 (C): -0.46, atom 19 (H): 0.63, atom 20 (H): 0.45, atom 21 (H): 0.66, atom 22 (H): 0.55, atom 23 (F): -0.18, atom 24 (B): 0.47, atom 25 (F): -0.32, atom 26 (F): -0.34, atom 27 (F): -0.32

=====

6.
The following is a DFT calculation (ωB97M-V with the def2-TZVPD basis set) of a 2-piece molecular cluster, C10H10Br2FNO overall at a distorted geometry.

Frontier orbital gap ... 8.8 eV
2S+1 ... 1
Total energy ... -5764.8073 Eh
Energy above the lowest of the compared OMol25 structures with the same formula, charge and spin ... 0.0 kJ/mol

Element x y z (Å)
C1 2.406 1.099 1.556
C2 3.632 1.714 1.356
C3 3.230 -0.846 0.403
C4 2.201 -0.228 1.075
C5 4.639 1.032 0.688
C6 4.452 -0.242 0.218
C7 0.828 -0.703 1.128
C8 0.313 -0.139 -1.666
C9 -2.783 0.434 -0.714
C10 -0.422 0.191 -0.302
N1 0.320 -1.454 1.946
O1 -1.701 -0.158 0.034
F1 5.911 1.460 0.626
Br1 5.822 -1.024 -0.855
Br2 -0.085 2.104 0.053
H1 1.629 1.608 2.035
H2 3.841 2.712 1.655
H3 3.009 -1.712 -0.383
H4 -0.432 0.085 -2.458
H5 0.712 -1.169 -1.542
H6 1.274 0.481 -1.817
H7 -2.627 1.560 -1.067
H8 -3.605 0.377 -0.026
H9 -3.066 -0.247 -1.471
H10 -0.709 -1.750 2.043

Computed Mulliken charges, given in elementary charges: atom 1 (C): -0.28, atom 2 (C): -1.00, atom 3 (C): 0.08, atom 4 (C): 0.13, atom 5 (C): 0.68, atom 6 (C): -0.17, atom 7 (C): -0.29, atom 8 (C): -1.04, atom 9 (C): -0.69, atom 10 (C): 0.44, atom 11 (N): -0.60, atom 12 (O): -0.36, atom 13 (F): -0.30, atom 14 (Br): -0.15, atom 15 (Br): -0.12, atom 16 (H): 0.85, atom 17 (H): 0.43, atom 18 (H): 0.21, atom 19 (H): 0.41, atom 20 (H): 0.24, atom 21 (H): 0.32, atom 22 (H): 0.26, atom 23 (H): 0.29, atom 24 (H): 0.32, atom 25 (H): 0.34

=====

7.
The following is a DFT calculation (ωB97M-V with the def2-TZVPD basis set) of C10H10BrClO4Pt as an isolated structure at a distorted geometry.

Expectation value of S² ... 6.028
Frontier orbital gap (spin up / spin down) ... 7.7 / 4.0 eV
2S+1 ... 5
Total energy ... -3840.9618 Eh

Element x y z (Å)
C1 1.062 1.391 1.587
C2 -0.225 1.977 1.984
C3 -1.195 0.846 2.082
H1 -0.415 2.959 2.438
C4 -0.430 -0.388 1.626
C5 0.906 0.060 1.366
H2 1.681 -0.639 1.094
H3 1.974 1.980 1.597
H4 -1.932 0.769 2.885
H5 -0.627 -1.380 2.009
Pt1 -1.567 1.884 0.442
Br1 -1.855 3.199 -1.554
C6 0.015 -1.382 -1.853
C7 1.272 -1.868 -1.355
C8 2.218 -0.810 -1.472
H6 1.442 -2.840 -0.904
C9 1.587 0.308 -2.120
C10 0.247 -0.051 -2.374
H7 -0.540 0.644 -2.698
H8 -0.878 -1.950 -2.074
H9 3.276 -0.831 -1.203
H10 2.039 1.299 -2.240
O1 -3.286 -0.745 1.165
Cl1 -2.610 -1.516 0.156
O2 -2.308 -2.860 0.563
O3 -3.224 -1.433 -1.136
O4 -1.123 -0.744 -0.054

Computed Mulliken charges, given in elementary charges: atom 1 (C): -0.65, atom 2 (C): -0.79, atom 3 (C): -0.82, atom 4 (H): 0.51, atom 5 (C): 0.27, atom 6 (C): -0.70, atom 7 (H): 0.69, atom 8 (H): 0.47, atom 9 (H): 0.58, atom 10 (H): 0.58, atom 11 (Pt): 0.87, atom 12 (Br): -0.46, atom 13 (C): 0.11, atom 14 (C): -1.03, atom 15 (C): -0.32, atom 16 (H): 0.42, atom 17 (C): -0.46, atom 18 (C): -0.61, atom 19 (H): 0.52, atom 20 (H): 0.60, atom 21 (H): 0.45, atom 22 (H): 0.41, atom 23 (O): -0.58, atom 24 (Cl): 1.60, atom 25 (O): -0.54, atom 26 (O): -0.54, atom 27 (O): -0.59

=====

8.
The following is a DFT calculation (ωB97M-V with the def2-TZVPD basis set) of C10H10BrN2O3P as an isolated structure at a distorted geometry.

Frontier orbital gap ... 9.7 eV
2S+1 ... 1
Total energy ... -3637.5287 Eh

Element x y z (Å)
N1 -0.529 -1.360 3.135
C1 0.107 -1.432 2.183
O1 1.092 -1.475 1.238
C2 0.663 -0.640 0.113
C3 -0.849 -0.378 -0.064
C4 -1.507 0.907 0.270
C5 -2.942 0.954 0.081
N2 -3.798 0.007 -0.354
C6 -3.222 -1.170 -0.707
C7 -1.798 -1.372 -0.570
C8 1.228 -1.442 -1.164
O2 1.837 -0.470 -2.050
C9 1.797 0.872 -1.492
C10 1.693 0.564 0.036
Br1 3.470 -0.317 0.457
P1 1.651 1.947 1.289
O3 1.120 3.191 0.624
H1 -0.927 1.779 0.643
H2 -3.417 1.936 0.340
H3 -3.853 -2.015 -1.075
H4 -1.388 -2.367 -0.873
H5 1.879 -2.310 -0.866
H6 0.482 -1.932 -1.837
H7 2.587 1.582 -1.812
H8 0.736 1.164 -1.755
H9 2.982 2.191 1.742
H10 0.906 1.586 2.466

Computed Mulliken charges, given in elementary charges: atom 1 (N): -0.46, atom 2 (C): 0.51, atom 3 (O): -0.33, atom 4 (C): 0.78, atom 5 (C): 0.14, atom 6 (C): -0.07, atom 7 (C): -0.30, atom 8 (N): -0.58, atom 9 (C): -0.34, atom 10 (C): -0.39, atom 11 (C): -0.62, atom 12 (O): -0.41, atom 13 (C): -0.28, atom 14 (C): -0.03, atom 15 (Br): -0.02, atom 16 (P): 0.39, atom 17 (O): -0.64, atom 18 (H): 0.13, atom 19 (H): 0.33, atom 20 (H): 0.33, atom 21 (H): 0.24, atom 22 (H): 0.29, atom 23 (H): 0.44, atom 24 (H): 0.36, atom 25 (H): 0.29, atom 26 (H): 0.11, atom 27 (H): 0.13